1.
{
  "formula": "C5H10N2O",
  "method": "wB97M-V/def2-TZVPD",
  "symbols": ["H", "N", "C", "N", "C", "C", "C", "C", "O", "H", "H", "H", "H", "H", "H", "H", "H", "H"],
  "xyz": [[2.22868, -0.95343, -1.84437], [1.93706, -0.24357, -1.16836], [0.71661, -0.43054, -0.81288], [-0.05879, -1.43655, -1.28642], [0.01114, 0.93472, -0.03856], [-1.47163, 1.01521, -0.31457], [0.36592, 0.77935, 1.41035], [0.34877, -0.75784, 1.56243], [-0.69931, -1.39639, 1.70057], [-0.97304, -1.58234, -0.87012], [0.22446, -1.94457, -2.11229], [0.56583, 1.74222, -0.51937], [-1.70187, 0.88341, -1.37439], [-2.00914, 0.25095, 0.25800], [-1.85503, 1.99159, 0.00333], [1.37737, 1.13595, 1.62025], [-0.35814, 1.20758, 2.10577], [1.35113, -1.19574, 1.68064]],
  "relative_energy_kj_mol": 155.14,
  "lumo_energy_ha": 0.0257
}



2.
{
  "formula": "C5H10N2O",
  "method": "wB97M-V/def2-TZVPD",
  "symbols": ["C", "C", "C", "C", "C", "H", "H", "H", "H", "H", "H", "H", "H", "H", "H", "N", "N", "O"],
  "xyz": [[-1.68758, 0.23115, 0.37714], [-0.32958, -0.38088, 0.70382], [1.69892, -0.96716, -0.45518], [1.96516, 0.49264, -0.09285], [-0.40522, 0.69935, -0.15653], [-3.72464, 0.56459, -0.31951], [-2.16755, 0.77541, 1.30268], [-0.12696, -0.01345, 1.75089], [0.66377, -2.11857, 0.96795], [2.63216, -1.49831, -0.29388], [1.48257, -0.95583, -1.57390], [2.56255, 0.36504, 1.01520], [2.75977, 0.84330, -0.70018], [1.06751, 2.17011, -0.70746], [-0.47104, 0.52456, -1.20172], [0.28040, -1.42178, 0.21436], [0.88265, 1.57879, 0.16107], [-2.53370, -0.27581, -0.64081]],
  "relative_energy_kj_mol": 833.95,
  "lumo_energy_ha": -0.0229
}



3.
{
  "formula": "C5H10N2O",
  "method": "wB97M-V/def2-TZVPD",
  "symbols": ["H", "N", "C", "C", "C", "H", "H", "H", "H", "C", "N", "C", "O", "H", "H", "H", "H", "H"],
  "xyz": [[1.64025, 1.54140, 0.43191], [1.74651, 0.52730, 0.54038], [0.66532, -0.02246, 0.98683], [-0.50636, 0.74304, 1.66009], [-0.24921, 1.81655, 2.41324], [0.61937, -1.10523, 1.17420], [-1.45537, 0.22213, 1.74816], [-0.98529, 2.21619, 3.10475], [0.74973, 2.24039, 2.50370], [0.18141, -1.92713, -1.79404], [0.15602, -0.52215, -1.46151], [-1.07002, 0.16868, -1.38777], [-2.15777, -0.33756, -1.59572], [1.21719, -2.27221, -1.79301], [-0.26653, -2.08519, -2.77714], [-0.40368, -2.47156, -1.04951], [1.02175, 0.01526, -1.42345], [-0.90334, 1.25253, -1.28109]],
  "relative_energy_kj_mol": 217.52,
  "lumo_energy_ha": 0.0168
}



4.
{
  "formula": "C5H10N2O",
  "method": "wB97M-V/def2-TZVPD",
  "symbols": ["H", "N", "C", "C", "C", "N", "C", "C", "O", "H", "H", "H", "H", "H", "H", "H", "H", "H"],
  "xyz": [[-1.74985, 0.32929, 2.44991], [-1.19782, -0.50377, 2.27955], [-0.52862, -0.55270, 1.22715], [0.23533, -1.78211, 0.84677], [0.01570, 0.88708, 0.35169], [1.39318, 1.23185, 0.13473], [-0.78668, 0.58730, -0.85082], [-0.14394, 0.61797, -2.20379], [-1.83782, -0.03827, -0.64553], [-0.20433, -2.64772, 1.33832], [0.22168, -1.93306, -0.22856], [1.27086, -1.68886, 1.17119], [-0.48919, 1.62255, 0.97630], [1.82449, 1.57794, 0.98191], [1.93447, 0.45490, -0.22274], [0.43885, -0.28856, -2.37202], [0.52907, 1.46855, -2.27437], [-0.92538, 0.65761, -2.95967]],
  "relative_energy_kj_mol": 191.94,
  "lumo_energy_ha": 0.0277
}



5.
{
  "formula": "C5H10N2O",
  "method": "wB97M-V/def2-TZVPD",
  "symbols": ["C", "N", "C", "C", "C", "C", "N", "O", "H", "H", "H", "H", "H", "H", "H", "H", "H", "H"],
  "xyz": [[-2.21589, -1.05918, 0.24884], [-1.50346, -0.03468, -0.49686], [-0.52747, 0.66020, 0.05623], [-0.12411, 1.94712, -0.62004], [0.48257, -0.02837, 0.94542], [1.20235, -0.94397, 0.00335], [2.44824, -0.59450, -0.40606], [0.59377, -1.87632, -0.57181], [-3.28525, -0.94041, 0.05015], [-1.94970, -2.04243, -0.15140], [-2.09278, -1.04051, 1.33715], [-0.72557, 2.76892, -0.22117], [-0.27630, 1.89979, -1.70140], [0.93585, 2.18321, -0.47282], [1.16782, 0.70563, 1.37924], [0.00729, -0.61169, 1.73896], [2.93824, 0.21949, -0.06667], [2.92441, -1.21231, -1.05111]],
  "relative_energy_kj_mol": 108.37,
  "lumo_energy_ha": 0.0260
}



6.
{
  "formula": "C5H10N2O2",
  "method": "wB97M-V/def2-TZVPD",
  "symbols": ["N", "C", "N", "O", "O", "C", "C", "C", "C", "H", "H", "H", "H", "H", "H", "H", "H", "H", "H"],
  "xyz": [[-0.78816, -1.89773, 0.31209], [-0.50440, -0.54665, 0.21453], [-1.94659, 0.24404, 0.09203], [-2.01684, 1.46595, 0.19123], [-2.89044, -0.44546, -0.29619], [0.35274, 0.28644, 1.21942], [1.65183, 0.73128, 0.38558], [1.13898, 0.91260, -1.05333], [0.18264, -0.24001, -1.16872], [-1.07482, -2.06250, 1.27071], [-1.39330, -2.33285, -0.33655], [0.47563, -0.36071, 2.04101], [0.00584, 1.28935, 1.52211], [2.22256, -0.13397, 0.57819], [1.98768, 1.61920, 0.96510], [0.61674, 1.82395, -1.15645], [1.93987, 0.87913, -1.67947], [-0.64393, -0.12373, -1.84127], [0.68396, -1.10833, -1.26001]],
  "relative_energy_kj_mol": 454.66,
  "lumo_energy_ha": 0.0266
}



7.
{
  "formula": "C5H10N2O2",
  "method": "wB97M-V/def2-TZVPD",
  "symbols": ["C", "N", "C", "O", "C", "C", "O", "N", "C", "H", "H", "H", "H", "H", "H", "H", "H", "H", "H"],
  "xyz": [[0.27294, -1.31434, 2.74754], [-0.17211, -0.06704, 1.92947], [0.51570, 0.30141, 0.83862], [1.73777, -0.00113, 0.69664], [-0.20531, 1.16298, -0.17175], [-0.74517, 0.30774, -1.29350], [-1.89600, -0.07002, -1.25938], [-0.02566, 0.06486, -2.45679], [-0.51263, -0.72766, -3.61423], [1.15862, -1.73781, 2.32044], [0.31672, -0.95133, 3.77766], [-0.47946, -2.09148, 2.55884], [-1.16092, 0.12582, 1.92296], [-1.00877, 1.69333, 0.31134], [0.67607, 1.70019, -0.53503], [0.77943, 0.74551, -2.47700], [0.01665, -0.53081, -4.56231], [-0.36670, -1.80319, -3.40564], [-1.63223, -0.54874, -3.56224]],
  "relative_energy_kj_mol": 118.99,
  "lumo_energy_ha": 0.0275
}



8.
{
  "formula": "C5H10N2O2",
  "method": "wB97M-V/def2-TZVPD",
  "symbols": ["C", "C", "O", "O", "H", "H", "H", "H", "C", "C", "C", "N", "N", "H", "H", "H", "H", "H", "H"],
  "xyz": [[-2.22129, -1.35463, 0.34334], [0.34191, -1.22136, 0.45248], [-1.00735, -0.97562, -0.33656], [0.28780, -1.16826, 1.65360], [0.89522, -1.92877, -0.16703], [-2.37623, -2.42330, 0.19732], [-2.14776, -1.12600, 1.40725], [-3.03087, -0.79302, -0.11919], [1.74216, 1.35028, 0.69357], [1.21067, 0.39192, -0.33769], [-0.73411, 0.69268, -0.44015], [1.76848, 0.05716, -1.42651], [-1.13608, 1.30513, -1.44862], [2.66858, 0.52521, -1.57021], [-0.98232, 0.86038, -2.34743], [-0.89186, 1.00689, 0.58798], [1.41331, 1.06335, 1.69423], [1.36579, 2.35542, 0.48588], [2.83396, 1.38254, 0.67774]],
  "relative_energy_kj_mol": 603.20,
  "lumo_energy_ha": -0.0129
}



9.
{
  "formula": "C5H10N2O2",
  "method": "wB97M-V/def2-TZVPD",
  "symbols": ["N", "C", "C", "C", "N", "C", "C", "O", "O", "H", "H", "H", "H", "H", "H", "H", "H", "H", "H"],
  "xyz": [[-0.30038, -2.29677, -0.46729], [0.11239, -0.82896, -0.73673], [1.41382, -0.54712, -1.35217], [1.57097, 0.91277, -1.01919], [1.15962, 0.96736, 0.31887], [0.28879, -0.08705, 0.61789], [-1.16018, 0.49507, 0.94386], [-1.95360, -0.07401, 1.66725], [-1.35641, 1.65114, 0.37069], [-0.49663, -2.78479, -1.53412], [0.55476, -2.80204, -0.15161], [-0.70648, -0.65021, -1.41193], [2.24506, -1.37627, -0.96838], [1.35743, -0.48624, -2.62805], [2.67508, 1.31771, -1.10811], [1.22896, 1.54939, -1.58344], [2.14281, 0.83342, 1.02696], [0.39066, -0.59278, 1.61162], [-2.28105, 2.01228, 0.76066]],
  "relative_energy_kj_mol": 486.97,
  "lumo_energy_ha": 0.0232
}



10.
{
  "formula": "C5H10N2O2",
  "method": "wB97M-V/def2-TZVPD",
  "symbols": ["C", "O", "C", "N", "N", "C", "C", "C", "O", "H", "H", "H", "H", "H", "H", "H", "H", "H", "H"],
  "xyz": [[-1.15697, 2.01045, 0.46661], [-0.35545, 1.01170, 1.05238], [-0.26381, -0.47049, 0.41915], [0.01075, -1.35474, 1.48569], [-1.42495, -0.81668, -0.28052], [0.93628, -0.18972, -0.44299], [1.46102, -1.17219, -1.44941], [1.48567, 0.97332, -0.14095], [2.15994, 1.93376, -0.11039], [-1.85677, 1.63137, -0.28722], [-1.73480, 2.49140, 1.25858], [-0.52318, 2.74939, -0.03371], [-0.76556, -1.44681, 2.13107], [0.83504, -1.07036, 1.99786], [-1.33324, -1.10066, -1.24239], [-2.26121, -0.90069, 0.28165], [2.37372, -0.78772, -1.90211], [1.69264, -2.12800, -0.97421], [0.72089, -1.36334, -2.22910]],
  "relative_energy_kj_mol": 269.61,
  "lumo_energy_ha": 0.0300
}



| no. | gap between HOMO and LUMO (eV) |
| --- | --- |
| 1 | 9.9 |
| 2 | 7.8 |
| 3 | 9.8 |
| 4 | 9.3 |
| 5 | 9.5 |
| 6 | 10.6 |
| 7 | 10.3 |
| 8 | 8.0 |
| 9 | 9.4 |
| 10 | 9.3 |